Arrangement A

C4H16O4 | ωB97M-V/def2-TZVPD

Properties
HOMO-LUMO gap (eV): 9.87
LUMO energy (eV): 0.50

Cartesian coordinates (Å):
C 2.99741 2.34053 -1.64524
O 1.84290 2.88331 -1.24398
H 3.73636 2.44004 -0.85016
H 2.89639 1.33907 -2.06354
H 3.19020 3.08858 -2.41423
H 1.98784 3.82227 -1.38164
C -1.57701 -2.22989 2.78381
O -1.69314 -1.00052 3.40382
H -2.46659 -2.85542 2.71000
H -1.17300 -2.14054 1.77539
H -0.87049 -2.85806 3.32634
H -1.94573 -1.18820 4.31078
C -1.97566 -1.24402 -1.50229
O -2.32360 0.12196 -1.40016
H -1.22006 -1.37958 -2.27611
H -1.72142 -1.55192 -0.48806
H -2.93211 -1.73808 -1.67319
H -1.53638 0.61134 -1.15035
C 0.78999 -0.02996 0.15550
O 0.36193 0.81301 -0.91247
H 0.21196 -0.93204 0.35608
H 1.83235 -0.33598 0.06642
H 0.69829 0.41800 1.14495
H 0.88957 1.60607 -1.03179

Calculated atomic charges, method Löwdin, unit e:
1 C -0.178
2 O -0.116
3 H 0.093
4 H 0.101
5 H 0.094
6 H 0.117
7 C -0.198
8 O -0.093
9 H 0.079
10 H 0.054
11 H 0.077
12 H 0.080
13 C -0.165
14 O -0.137
15 H 0.085
16 H 0.047
17 H 0.078
18 H 0.027
19 C -0.131
20 O -0.128
21 H 0.050
22 H 0.077
23 H 0.081
24 H 0.007

Arrangement B

C4H16O4 | ωB97M-V/def2-TZVPD

Properties
HOMO-LUMO gap (eV): 9.56
LUMO energy (eV): 0.39

Cartesian coordinates (Å):
C -0.33312 -0.79224 2.55836
C -1.38984 -1.15936 1.84668
C -2.11069 -0.17984 0.95421
C -1.98890 -2.54083 1.96730
H 0.13605 -1.42098 3.30970
H 0.14268 0.18416 2.47788
H -2.62383 0.50056 1.64886
H -2.95351 -0.61750 0.42719
H -1.48148 0.44664 0.32462
H -2.83258 -2.48791 2.67299
H -1.27624 -3.22805 2.42999
H -2.32810 -2.92575 1.00689
O -0.49054 -0.87101 -4.27477
H -0.85275 0.02007 -4.21227
H -0.79673 -1.33219 -3.48610
O 0.67934 2.61283 0.51728
H 0.86965 3.52786 0.73107
H 1.33291 2.25690 -0.09582
O 1.90055 1.41218 -2.41268
H 1.14372 0.91024 -2.72767
H 2.30229 0.89669 -1.70238
O 2.68806 0.52993 0.23473
H 3.25432 1.29945 0.10367
H 2.40772 0.54809 1.16116

Calculated atomic charges, method Löwdin, unit e:
1 C 0.011
2 C -0.421
3 C -0.070
4 C -0.076
5 H 0.057
6 H 0.052
7 H 0.086
8 H 0.066
9 H 0.070
10 H 0.086
11 H 0.073
12 H 0.073
13 O -0.055
14 H 0.034
15 H 0.035
16 O -0.062
17 H 0.037
18 H -0.010
19 O -0.054
20 H 0.022
21 H -0.003
22 O -0.058
23 H 0.055
24 H 0.053

So which one is most stable? That would be arrangement B, about 0.0806 hartree below the next structure.

Arrangement A

C2H3O3 | ωB97M-V/def2-TZVPD

Properties
HOMO-LUMO gap (eV): 8.70
LUMO energy (eV): 4.43
Charge: -1

Cartesian coordinates (Å):
C -0.79950 0.05352 -0.69374
O 0.61008 -0.15814 -0.57861
C 1.08055 -0.08840 0.85073
O 2.30405 -0.23499 0.92665
O 0.20761 0.08973 1.74410
H -1.13608 0.24690 0.31101
H -1.19566 -0.86753 -1.28508
H -1.07106 0.95892 -1.27505

Calculated atomic charges, method Löwdin, unit e:
1 C -0.164
2 O -0.159
3 C -0.730
4 O -0.049
5 O -0.090
6 H 0.043
7 H 0.091
8 H 0.057

Arrangement B

C2H3O3 | ωB97M-V/def2-TZVPD

Properties
HOMO-LUMO gap (eV): 7.40
LUMO energy (eV): 4.50
Charge: -1

Cartesian coordinates (Å):
C -1.48568 -1.26151 -0.00582
C -2.71631 0.92079 0.48406
O 1.67507 -0.07506 0.49698
O -0.63555 -1.00471 -0.86674
O -2.77519 -0.27565 0.04089
H -1.57321 1.22116 0.62604
H 1.48220 -0.93255 0.03071
H 0.83018 0.39545 0.23877

Calculated atomic charges, method Löwdin, unit e:
1 C -0.233
2 C -0.141
3 O -0.148
4 O -0.155
5 O -0.335
6 H -0.035
7 H 0.029
8 H 0.018

So which one is most stable? That would be arrangement A, about 0.1484 hartree below the next structure.

Arrangement A

C6H9P | ωB97M-V/def2-TZVPD

Properties
HOMO-LUMO gap (spin up / spin down) (eV): 7.46 / 6.96
LUMO energy (spin up / spin down) (eV): -0.09 / -0.43

Cartesian coordinates (Å):
C -1.94845 -1.31439 -0.09637
C -1.52844 1.19890 0.01730
C -0.08711 -0.87316 0.16167
C -0.19592 0.57587 -0.09245
C 1.24664 -1.55052 0.06151
C 0.95407 1.53696 0.28971
P -2.87595 0.12198 -0.01001
H -2.15539 -2.33421 -0.18788
H -1.63533 2.17311 -0.48177
H -0.06780 0.32499 -1.23815
H 1.01974 -2.57009 -0.32177
H 1.64536 -1.65219 1.07190
H 1.93752 -0.83589 -0.57428
H 1.04150 1.42184 1.36181
H 0.72284 2.56512 0.17890
H 1.92671 1.21168 -0.14012

Calculated atomic charges, method Löwdin, unit e:
1 C -0.292
2 C -0.430
3 C -0.110
4 C -0.543
5 C -0.090
6 C -0.061
7 P 0.825
8 H -0.045
9 H 0.045
10 H 0.210
11 H 0.085
12 H 0.078
13 H 0.114
14 H 0.079
15 H 0.059
16 H 0.075

Arrangement B

C6H9P | ωB97M-V/def2-TZVPD

Properties
HOMO-LUMO gap (eV): 8.68
LUMO energy (eV): 0.49

Cartesian coordinates (Å):
C 0.66041 -1.48276 -0.39432
C -1.46334 -0.35428 1.18351
C 1.03737 1.05262 -1.02116
C 0.96120 -0.05118 0.08707
C -1.66847 0.17002 -0.10939
C -0.43981 -0.58423 0.10710
P -0.47724 2.20916 -0.76835
H 0.51271 -1.66174 -1.46295
H 0.75885 -2.48666 0.07432
H -0.97948 0.22613 2.00234
H -2.05725 -1.19755 1.58974
H 1.83279 1.70847 -1.09430
H 0.88257 0.77296 -2.06340
H 1.41353 -0.08806 1.05150
H -2.49459 -0.15030 -0.66824
H 0.06117 2.60427 0.56322

Calculated atomic charges, method Löwdin, unit e:
1 C -0.044
2 C -0.140
3 C -0.401
4 C -0.248
5 C -0.176
6 C -0.460
7 P 0.870
8 H 0.094
9 H 0.107
10 H 0.114
11 H 0.114
12 H 0.017
13 H 0.056
14 H 0.123
15 H 0.069
16 H -0.095

Arrangement C

C6H9P | ωB97M-V/def2-TZVPD

Properties
HOMO-LUMO gap (eV): 8.19
LUMO energy (eV): 0.07

Cartesian coordinates (Å):
C -2.71763 0.00838 0.27873
C -1.27040 -0.14170 -0.07991
P -0.47287 -1.63447 -0.19429
C 1.38880 -0.44777 -0.58925
C 2.28059 -0.66495 0.61595
C 0.79711 0.89962 -0.66918
C -0.50205 1.03901 -0.37825
H -2.99966 -0.65178 1.09796
H -3.34536 -0.24234 -0.57816
H -2.92840 1.03710 0.56405
H 1.83333 -0.80136 -1.51392
H 1.74914 -0.40542 1.52860
H 3.16817 -0.03328 0.54110
H 2.60091 -1.70129 0.67895
H 1.41623 1.74047 -0.94129
H -0.99791 1.99979 -0.36111

Calculated atomic charges, method Löwdin, unit e:
1 C -0.146
2 C -0.653
3 P 0.984
4 C -0.416
5 C -0.159
6 C -0.155
7 C -0.165
8 H 0.066
9 H 0.076
10 H 0.067
11 H 0.088
12 H 0.070
13 H 0.072
14 H 0.064
15 H 0.106
16 H 0.101

So which one is most stable? That would be arrangement C, about 0.1225 hartree below the next structure.

Arrangement A

C52H44ClCsN3O5P | ωB97M-V/def2-TZVPD

Properties
HOMO-LUMO gap (eV): 3.56
LUMO energy (eV): 3.64
Charge: -2

Cartesian coordinates (Å):
Cs -0.96259 0.28056 -0.31761
C 1.65193 3.82645 0.58856
C 0.53222 4.31383 1.46103
C 0.78816 5.07231 2.60718
C -0.27130 5.50615 3.38336
C -1.56423 5.19661 2.98696
C -1.72825 4.44183 1.83162
N -0.70928 3.99721 1.10177
C -3.08943 4.14011 1.30299
C -4.05187 5.14656 1.27628
C -5.29276 4.85104 0.74574
C -5.53567 3.56784 0.29275
C -4.52360 2.61350 0.38752
N -3.31665 2.90575 0.87001
C -4.76218 1.19555 -0.01924
C -5.65290 0.90258 -1.03951
C -5.76185 -0.41819 -1.45236
C -4.98863 -1.37908 -0.84522
C -4.12566 -1.00545 0.19120
C -3.15463 -1.98807 0.76389
N -4.03104 0.26052 0.59868
H 1.89827 4.57971 -0.16695
H 1.34526 2.94075 0.02614
H 2.54419 3.61690 1.18329
H 1.81306 5.27480 2.89018
H -0.09314 6.07014 4.29164
H -2.42555 5.50393 3.56673
H -3.81147 6.14105 1.63068
H -6.06370 5.61014 0.68970
H -6.50304 3.28976 -0.10271
H -6.19335 1.69112 -1.54619
H -6.40928 -0.68013 -2.28053
H -4.98187 -2.40320 -1.19282
H -3.61602 -2.95617 0.96580
H -2.67963 -1.62273 1.67413
H -2.39460 -2.16949 -0.00650
O -0.56461 -2.48906 3.23701
C 0.23970 -1.78997 2.61042
O 0.12710 -0.58476 2.25286
C 1.57512 -2.43823 2.19934
C 1.81902 -3.74765 2.59900
C 3.01746 -4.38156 2.31146
C 3.99426 -3.69443 1.60369
C 3.75763 -2.39145 1.18834
C 2.55284 -1.74357 1.47211
P 2.24787 0.00642 0.92792
C 2.67286 0.86516 2.50308
C 3.86098 0.62542 3.19164
C 4.15089 1.29573 4.37110
C 3.24087 2.20788 4.88948
C 2.03970 2.42793 4.23101
C 1.75647 1.75389 3.05003
C 3.75023 0.32458 -0.09673
C 4.73691 1.28116 0.12846
C 5.71223 1.54379 -0.83035
C 5.72155 0.85206 -2.02936
C 4.73239 -0.09399 -2.27816
C 3.75354 -0.33837 -1.33196
H 1.02390 -4.23715 3.14838
H 3.18773 -5.40295 2.63326
H 4.93975 -4.16913 1.36596
H 4.52889 -1.87797 0.62820
H 4.56674 -0.09872 2.80010
H 5.08177 1.09717 4.88974
H 3.45768 2.72799 5.81559
H 1.31156 3.11859 4.63633
H 0.80149 1.89404 2.55950
H 4.74437 1.84286 1.05404
H 6.46243 2.30105 -0.63236
H 6.47819 1.06120 -2.77617
H 4.70707 -0.62308 -3.22302
H 2.96052 -1.04634 -1.55425
C 0.42201 2.99189 -2.38159
C -0.49182 2.23529 -3.10459
C -0.10483 1.15489 -3.97419
C -1.02141 0.36599 -4.63192
C -2.40157 0.55559 -4.50176
C -2.81318 1.58214 -3.65195
C -1.91398 2.39511 -2.98956
H 0.07907 3.75715 -1.69736
H 1.48913 2.82124 -2.47516
H 0.95541 0.94776 -4.09383
H -0.64976 -0.44308 -5.25607
H -3.11046 -0.11729 -4.96492
H -3.87563 1.74742 -3.48504
H -2.29461 3.16582 -2.32268
C 1.78600 -4.25166 -1.37322
C 0.53385 -5.07085 -1.27369
C 0.23867 -5.77897 -0.11223
C -0.92204 -6.52583 -0.02479
Cl -1.25095 -7.42894 1.44259
C -1.82987 -6.57918 -1.06524
C -1.55115 -5.86535 -2.21959
C -0.38086 -5.13007 -2.33202
O -0.13414 -4.51791 -3.52791
C -0.19605 -3.07114 -3.58728
C -1.12714 -2.46103 -2.51311
O -2.34634 -2.60232 -2.67656
O -0.53838 -1.91524 -1.53707
H 2.48182 -4.50063 -0.57291
H 1.52041 -3.19557 -1.29192
H 2.27256 -4.40584 -2.33944
H 0.91937 -5.73550 0.72849
H -2.74336 -7.14919 -0.96325
H -2.24793 -5.84083 -3.04674
H -0.59049 -2.86179 -4.57947
H 0.81160 -2.66485 -3.48788

Results of the Löwdin charge analysis, in e, for atoms 1 through 99:
1 Cs 1.126
2 C -0.047
3 C -0.318
4 C -0.050
5 C -0.076
6 C -0.034
7 C -0.217
8 N 0.195
9 C -0.211
10 C -0.029
11 C -0.071
12 C -0.023
13 C -0.199
14 N 0.200
15 C -0.232
16 C -0.040
17 C -0.060
18 C -0.015
19 C -0.341
20 C -0.065
21 N 0.118
22 H 0.090
23 H 0.042
24 H 0.071
25 H 0.110
26 H 0.100
27 H 0.105
28 H 0.106
29 H 0.100
30 H 0.101
31 H 0.100
32 H 0.104
33 H 0.116
34 H 0.087
35 H 0.070
36 H 0.038
37 O -0.012
38 C -0.653
39 O -0.243
40 C -0.110
41 C -0.040
42 C -0.109
43 C -0.114
44 C -0.107
45 C -0.263
46 P 1.071
47 C -0.341
48 C -0.097
49 C -0.100
50 C -0.106
51 C -0.085
52 C -0.100
53 C -0.374
54 C -0.093
55 C -0.103
56 C -0.113
57 C -0.088
58 C -0.109
59 H 0.112
60 H 0.094
61 H 0.093
62 H 0.092
63 H 0.105
64 H 0.091
65 H 0.089
66 H 0.094
67 H 0.100
68 H 0.090
69 H 0.091
70 H 0.089
71 H 0.099
72 H 0.105
73 C -0.119
74 C -0.451
75 C -0.103
76 C -0.153
77 C -0.162
78 C -0.160
79 C -0.147
80 H -0.006
81 H 0.010
82 H 0.090
83 H 0.083
84 H 0.072
85 H 0.078
86 H 0.086
87 C -0.014
88 C -0.166
89 C -0.055
90 C -0.660
91 Cl 0.601
92 C -0.119
93 C 0.004
94 C -0.259
95 O -0.057
96 C -0.085
97 C -0.697
98 O -0.006
99 O -0.358

Arrangement B

C52H44ClCsN3O5P | ωB97M-V/def2-TZVPD

Properties
HOMO-LUMO gap (eV): 3.59
LUMO energy (eV): 3.50
Charge: -2

Cartesian coordinates (Å):
Cs 1.75266 1.27241 -0.39128
C 2.11497 -2.37602 0.81281
C 1.93597 -2.48880 2.29643
C 1.61039 -3.71406 2.89022
C 1.37260 -3.75628 4.24757
C 1.51105 -2.59495 4.99357
C 1.90706 -1.43289 4.34091
N 2.09032 -1.38246 3.02297
C 2.20287 -0.18844 5.11427
C 2.66664 -0.28088 6.42719
C 2.91819 0.88716 7.11992
C 2.72350 2.10285 6.49142
C 2.29510 2.10703 5.16583
N 2.04205 0.98222 4.50512
C 2.12589 3.39778 4.43010
C 1.86177 4.58018 5.11658
C 1.78668 5.76180 4.39965
C 1.96231 5.73020 3.02996
C 2.18007 4.49886 2.40972
C 2.32490 4.39454 0.92038
N 2.26859 3.36737 3.10835
H 2.55770 -3.28103 0.39678
H 2.74063 -1.51732 0.57401
H 1.13184 -2.23096 0.34698
H 1.52205 -4.59881 2.27267
H 1.07636 -4.68101 4.72981
H 1.28950 -2.59108 6.05317
H 2.86084 -1.24573 6.87391
H 3.27785 0.84982 8.14105
H 2.93913 3.02650 7.01043
H 1.68984 4.57434 6.18509
H 1.59399 6.69841 4.90906
H 1.91302 6.63688 2.44156
H 2.50391 5.36682 0.46523
H 1.40885 3.97550 0.49554
H 3.13913 3.71084 0.67579
O -0.59814 1.54590 0.14699
C -0.91782 2.18218 -0.90113
O -0.22831 3.06430 -1.44280
C -2.24114 1.74756 -1.50289
C -2.46457 1.98060 -2.85524
C -3.56122 1.42858 -3.49395
C -4.43676 0.62561 -2.77759
C -4.24955 0.43218 -1.41711
C -3.16458 1.00403 -0.74815
P -2.89891 0.80055 1.07753
C -2.22550 -0.90775 1.14444
C -2.06942 -1.48162 2.40972
C -1.61477 -2.78449 2.54836
C -1.28699 -3.52915 1.41812
C -1.40568 -2.95899 0.15831
C -1.87278 -1.65467 0.02177
C -4.69241 0.38948 1.50678
C -5.52288 1.51357 1.60133
C -6.87328 1.39989 1.89773
C -7.42738 0.14320 2.12354
C -6.61573 -0.97942 2.05720
C -5.26189 -0.85712 1.75541
H -1.73739 2.57127 -3.40054
H -3.71943 1.59462 -4.55394
H -5.26555 0.14128 -3.28223
H -4.95323 -0.18452 -0.87384
H -2.32320 -0.89967 3.29198
H -1.50014 -3.21413 3.53804
H -0.92884 -4.54745 1.52290
H -1.13990 -3.51991 -0.73260
H -1.96064 -1.23743 -0.97296
H -5.08465 2.49181 1.42212
H -7.49618 2.28605 1.95110
H -8.48465 0.04283 2.34204
H -7.04445 -1.96179 2.22357
H -4.64616 -1.74812 1.69241
C -0.04836 -1.31557 -2.64048
C -0.73059 -2.47344 -2.97559
C -0.18702 -3.79315 -2.75281
C -0.87070 -4.93919 -3.10198
C -2.14192 -4.89117 -3.69038
C -2.70372 -3.62474 -3.91471
C -2.04064 -2.46296 -3.58199
H -0.50663 -0.33798 -2.76723
H 0.87596 -1.37055 -2.07553
H 0.79596 -3.86545 -2.29338
H -0.41584 -5.90878 -2.91180
H -2.67460 -5.79794 -3.95520
H -3.69449 -3.56270 -4.35896
H -2.50673 -1.49795 -3.76307
C 2.44715 -1.11492 -5.40112
C 2.76802 0.35255 -5.43727
C 1.94004 1.23292 -6.13715
C 2.27221 2.56646 -6.25681
Cl 1.22062 3.63956 -7.16022
C 3.43547 3.07099 -5.69525
C 4.24825 2.20731 -4.98510
C 3.91159 0.86780 -4.83626
O 4.79842 0.03642 -4.19903
C 4.46731 -0.48932 -2.90588
C 4.08227 0.49931 -1.78330
O 4.01594 1.71740 -2.02697
O 3.85815 -0.05681 -0.68214
H 2.00141 -1.42313 -6.34926
H 1.72277 -1.35633 -4.61421
H 3.35024 -1.70206 -5.22973
H 1.03774 0.85710 -6.60447
H 3.68179 4.11974 -5.79240
H 5.14669 2.56180 -4.49857
H 5.37888 -0.97789 -2.56480
H 3.68033 -1.24737 -2.97612

Results of the Löwdin charge analysis, in e, for atoms 1 through 99:
1 Cs 1.592
2 C -0.015
3 C -0.292
4 C -0.049
5 C -0.085
6 C -0.045
7 C -0.218
8 N 0.194
9 C -0.198
10 C -0.029
11 C -0.075
12 C -0.033
13 C -0.203
14 N 0.204
15 C -0.210
16 C -0.041
17 C -0.078
18 C -0.033
19 C -0.298
20 C -0.054
21 N 0.187
22 H 0.086
23 H 0.036
24 H 0.073
25 H 0.109
26 H 0.101
27 H 0.098
28 H 0.101
29 H 0.099
30 H 0.097
31 H 0.097
32 H 0.099
33 H 0.105
34 H 0.079
35 H 0.043
36 H 0.064
37 O -0.452
38 C -0.781
39 O -0.114
40 C -0.141
41 C -0.030
42 C -0.094
43 C -0.100
44 C -0.083
45 C -0.286
46 P 1.131
47 C -0.365
48 C -0.126
49 C -0.113
50 C -0.106
51 C -0.061
52 C -0.051
53 C -0.370
54 C -0.127
55 C -0.110
56 C -0.124
57 C -0.104
58 C -0.093
59 H 0.116
60 H 0.095
61 H 0.095
62 H 0.098
63 H 0.100
64 H 0.089
65 H 0.094
66 H 0.084
67 H 0.081
68 H 0.095
69 H 0.089
70 H 0.086
71 H 0.092
72 H 0.100
73 C -0.080
74 C -0.390
75 C -0.131
76 C -0.173
77 C -0.187
78 C -0.160
79 C -0.086
80 H 0.031
81 H 0.012
82 H 0.092
83 H 0.078
84 H 0.054
85 H 0.078
86 H 0.082
87 C -0.026
88 C -0.176
89 C -0.067
90 C -0.666
91 Cl 0.598
92 C -0.113
93 C -0.005
94 C -0.250
95 O -0.060
96 C -0.083
97 C -0.830
98 O -0.119
99 O -0.335

So which one is most stable? That would be arrangement A, about 0.0455 hartree below the next structure.